[1]
{"formula": "C2H5OS", "method": "ωB97M-V/def2-TZVPD", "e_homo_ev": -2.617, "de_lowest_kcal_mol": 7.3, "homo_lumo_gap_ev": 6.22, "total_charge": -1, "species": ["S", "H", "O", "C", "C", "H", "H", "H", "H"], "xyz": [[1.827, 2.799, 0.631], [1.562, 4.110, 0.845], [-0.977, -2.676, -0.800], [-0.328, -1.819, -0.256], [-0.644, -0.371, -0.176], [0.548, -2.103, 0.396], [-1.166, 0.022, 0.687], [-1.146, -0.107, -1.107], [0.325, 0.146, -0.220]], "atomic_forces_ev_per_a": [[-0.08, 0.19, 0.04], [0.03, -0.30, -0.06], [0.12, 0.04, -0.47], [-0.18, -0.38, 2.06], [1.01, 0.51, -1.74], [-0.17, -0.09, -0.58], [-0.12, -0.38, 0.29], [-0.42, 0.19, 0.19], [-0.21, 0.24, 0.27]], "nbo_charge": [-1.084, 0.088, -0.553, 0.458, -0.746, 0.087, 0.256, 0.220, 0.274]}



[2]
{"formula": "C55H47CrN2O2P2Si2", "method": "ωB97M-V/def2-TZVPD", "e_homo_ev": [-7.521, -7.238], "de_lowest_kcal_mol": 16.9, "spin_multiplicity": 4, "homo_lumo_gap_ev": [7.38, 7.42], "total_charge": 0, "species": ["Cr", "C", "Si", "C", "C", "C", "C", "C", "C", "P", "C", "C", "C", "C", "C", "C", "C", "C", "C", "C", "C", "C", "C", "C", "C", "C", "C", "C", "P", "C", "C", "C", "C", "C", "C", "C", "C", "C", "C", "C", "C", "H", "H", "H", "H", "H", "H", "H", "H", "H", "H", "H", "H", "H", "H", "H", "H", "H", "H", "H", "H", "H", "H", "H", "H", "H", "H", "H", "H", "H", "H", "H", "O", "N", "N", "O", "C", "C", "C", "C", "C", "C", "H", "H", "H", "H", "H", "C", "C", "C", "C", "C", "C", "Si", "C", "C", "C", "C", "C", "C", "H", "H", "H", "H", "H", "H", "H", "H", "H", "H", "H"], "xyz": [[-0.834, -0.590, -0.503], [2.338, 0.996, 0.152], [0.487, 1.309, 0.359], [0.065, 2.702, -0.869], [0.912, 3.796, -1.085], [0.583, 4.795, -1.985], [-0.609, 4.723, -2.698], [-1.461, 3.650, -2.511], [-1.123, 2.644, -1.604], [-2.205, 1.195, -1.303], [-3.512, 1.852, -0.214], [-4.873, 1.619, -0.375], [-5.784, 2.172, 0.516], [-5.347, 2.927, 1.592], [-3.986, 3.129, 1.782], [-3.079, 2.602, 0.880], [-2.965, 0.858, -2.924], [-4.066, 1.539, -3.442], [-4.550, 1.235, -4.705], [-3.935, 0.254, -5.472], [-2.826, -0.413, -4.976], [-2.345, -0.113, -3.709], [0.306, 2.082, 2.098], [-0.006, 3.438, 2.262], [-0.047, 4.028, 3.516], [0.233, 3.273, 4.648], [0.540, 1.930, 4.511], [0.567, 1.331, 3.253], [0.940, -0.449, 3.024], [-0.524, -1.252, 3.770], [-0.446, -2.616, 4.057], [-1.532, -3.293, 4.586], [-2.727, -2.622, 4.814], [-2.822, -1.273, 4.509], [-1.728, -0.590, 3.992], [2.217, -0.736, 4.308], [3.544, -0.569, 3.911], [4.583, -0.730, 4.816], [4.308, -1.079, 6.131], [2.993, -1.261, 6.534], [1.954, -1.089, 5.630], [2.911, 1.775, 0.660], [2.599, 0.997, -0.908], [2.632, 0.035, 0.581], [1.847, 3.863, -0.539], [1.256, 5.630, -2.138], [-0.867, 5.501, -3.406], [-2.378, 3.589, -3.083], [-5.237, 0.982, -1.170], [-6.841, 1.986, 0.373], [-6.063, 3.350, 2.285], [-3.626, 3.703, 2.627], [-2.023, 2.780, 1.033], [-4.553, 2.313, -2.863], [-5.410, 1.767, -5.091], [-4.319, 0.014, -6.455], [-2.331, -1.169, -5.572], [-1.463, -0.626, -3.342], [-0.218, 4.050, 1.393], [-0.287, 5.080, 3.609], [0.213, 3.730, 5.630], [0.763, 1.340, 5.393], [0.480, -3.150, 3.870], [-1.452, -4.350, 4.808], [-3.581, -3.151, 5.217], [-3.751, -0.742, 4.679], [-1.819, 0.465, 3.762], [3.762, -0.311, 2.880], [5.607, -0.593, 4.492], [5.117, -1.213, 6.838], [2.773, -1.538, 7.558], [0.931, -1.237, 5.955], [0.587, -0.627, -1.911], [1.501, -1.530, -1.778], [1.300, -2.273, -0.778], [0.256, -2.125, 0.003], [2.212, -3.345, -0.477], [1.699, -4.470, 0.142], [2.569, -5.507, 0.440], [3.917, -5.407, 0.125], [4.405, -4.264, -0.494], [3.552, -3.215, -0.798], [0.643, -4.521, 0.371], [2.187, -6.398, 0.920], [4.590, -6.219, 0.365], [5.457, -4.181, -0.733], [3.911, -2.311, -1.269], [-7.329, -1.205, -0.181], [-6.553, -1.578, -1.271], [-5.190, -1.797, -1.112], [-4.565, -1.642, 0.128], [-5.365, -1.257, 1.207], [-6.729, -1.049, 1.062], [-2.712, -1.967, 0.386], [-2.349, -3.589, -0.544], [-2.165, -3.639, -1.929], [-1.826, -4.819, -2.580], [-1.655, -5.988, -1.853], [-1.832, -5.966, -0.476], [-2.174, -4.781, 0.165], [-8.394, -1.048, -0.298], [-7.011, -1.711, -2.244], [-4.609, -2.104, -1.976], [-4.912, -1.130, 2.184], [-7.327, -0.759, 1.918], [-2.652, -2.417, 1.803], [-2.286, -2.737, -2.523], [-1.691, -4.824, -3.655], [-1.387, -6.909, -2.354], [-1.707, -6.875, 0.100], [-2.308, -4.780, 1.242]], "atomic_forces_ev_per_a": [[0.30, -0.32, 0.06], [0.07, -0.07, -0.06], [0.06, 0.25, 0.13], [0.01, 0.02, -0.01], [-0.01, -0.05, 0.04], [-0.03, 0.00, -0.02], [0.03, 0.01, 0.01], [0.02, -0.03, 0.01], [-0.11, 0.01, 0.01], [-0.11, 0.25, -0.14], [0.09, 0.05, 0.04], [-0.04, -0.07, 0.01], [0.02, 0.00, 0.01], [0.02, 0.00, 0.00], [-0.02, 0.00, -0.01], [-0.01, 0.04, -0.01], [-0.01, -0.01, -0.02], [-0.02, 0.04, -0.01], [0.01, -0.01, 0.01], [0.00, -0.01, 0.01], [0.00, 0.00, 0.00], [-0.01, -0.02, -0.01], [-0.07, 0.00, 0.00], [0.02, 0.00, 0.04], [0.00, -0.01, 0.00], [0.00, -0.02, -0.02], [-0.02, 0.02, 0.02], [0.05, 0.00, -0.02], [-0.07, -0.11, -0.03], [-0.03, 0.03, 0.02], [-0.01, -0.03, -0.06], [-0.04, -0.01, -0.06], [0.00, 0.03, -0.01], [0.00, 0.02, 0.01], [0.01, -0.01, 0.04], [0.02, 0.03, 0.02], [0.00, 0.00, 0.00], [-0.02, 0.00, 0.01], [0.00, 0.01, -0.01], [0.00, 0.01, -0.01], [0.01, 0.00, 0.02], [0.02, 0.01, -0.01], [0.02, 0.02, -0.01], [-0.03, 0.04, -0.02], [-0.01, 0.00, 0.01], [0.00, 0.00, 0.00], [0.00, 0.00, 0.00], [-0.01, -0.01, 0.01], [0.00, 0.02, -0.01], [0.00, -0.01, 0.00], [0.00, 0.00, 0.00], [0.00, 0.00, 0.00], [-0.07, -0.01, -0.03], [0.01, 0.00, 0.01], [0.00, 0.00, 0.00], [0.00, 0.00, 0.00], [0.00, 0.00, 0.00], [0.01, 0.00, 0.02], [0.03, 0.02, -0.01], [0.00, 0.00, 0.00], [0.00, 0.00, 0.00], [-0.01, 0.00, -0.01], [0.00, 0.00, 0.00], [0.01, 0.00, 0.01], [0.00, 0.00, 0.00], [0.00, 0.00, -0.01], [0.00, 0.01, 0.00], [0.00, 0.00, 0.01], [0.00, 0.00, 0.00], [0.00, 0.00, 0.00], [0.00, 0.00, 0.00], [0.01, 0.01, 0.00], [0.08, 0.01, -0.14], [-0.05, 0.06, -0.02], [0.11, -0.10, 0.03], [0.05, -0.05, 0.02], [-0.11, 0.15, -0.04], [0.00, -0.04, 0.03], [-0.01, 0.01, 0.00], [0.00, 0.00, -0.01], [-0.01, 0.00, 0.00], [0.05, -0.03, -0.01], [0.00, 0.00, 0.00], [0.00, 0.00, 0.00], [0.00, 0.00, 0.00], [0.00, 0.00, 0.00], [0.00, 0.00, 0.00], [0.01, 0.01, 0.03], [0.03, -0.01, -0.01], [0.01, 0.04, -0.02], [0.00, 0.00, 0.05], [0.01, -0.06, -0.03], [-0.01, 0.02, -0.02], [-0.38, -0.16, 0.07], [0.01, -0.06, 0.01], [0.01, -0.01, 0.01], [0.01, 0.02, 0.00], [0.00, 0.01, 0.02], [0.00, 0.00, -0.01], [-0.02, 0.01, -0.01], [0.00, 0.00, 0.00], [0.00, 0.00, 0.00], [0.01, -0.01, -0.01], [0.01, -0.01, 0.03], [0.00, 0.00, 0.00], [0.06, 0.08, 0.07], [0.00, 0.02, 0.00], [0.00, 0.00, 0.00], [0.00, 0.00, 0.00], [0.00, 0.00, 0.00], [0.00, 0.00, 0.00]], "mulliken_spin": [3.319, -0.010, -0.176, -0.039, 0.016, -0.001, 0.002, -0.008, 0.026, -0.082, 0.061, -0.002, 0.001, -0.002, 0.002, 0.004, -0.095, 0.001, 0.001, -0.001, 0.014, 0.007, -0.004, -0.026, 0.003, -0.007, 0.004, -0.027, 0.102, 0.008, 0.000, 0.004, -0.001, 0.000, 0.002, -0.002, -0.001, 0.000, -0.001, 0.000, -0.001, -0.003, -0.001, 0.009, -0.001, 0.000, 0.000, 0.000, -0.002, 0.000, 0.000, 0.000, -0.009, -0.002, 0.000, 0.000, 0.000, -0.036, -0.001, 0.000, -0.001, 0.000, 0.001, 0.000, 0.000, 0.000, -0.012, 0.000, 0.000, 0.000, 0.000, 0.000, -0.017, 0.021, -0.016, -0.047, 0.001, -0.001, 0.000, 0.001, -0.001, -0.001, 0.003, 0.000, 0.000, 0.000, 0.000, -0.006, 0.003, -0.018, 0.017, -0.019, 0.003, 0.059, -0.024, 0.033, 0.011, -0.003, 0.001, -0.009, 0.000, 0.000, -0.004, 0.000, 0.000, 0.005, -0.026, 0.000, 0.000, 0.000, 0.000]}



[3]
{"formula": "C3H6N2O", "method": "ωB97M-V/def2-TZVPD", "e_homo_ev": -8.532, "de_lowest_kcal_mol": 59.2, "homo_lumo_gap_ev": 9.51, "total_charge": 0, "species": ["C", "C", "N", "N", "C", "O", "H", "H", "H", "H", "H", "H"], "xyz": [[-1.717, 0.886, 0.771], [0.157, -0.007, 0.009], [-0.867, 0.683, -0.437], [1.103, -0.516, -0.792], [2.070, -1.222, -0.069], [3.021, -1.776, -0.553], [-2.370, 1.747, 0.693], [-1.040, 1.015, 1.628], [-2.274, -0.035, 0.979], [-1.087, 0.877, -1.430], [1.194, -0.467, -1.804], [1.808, -1.184, 1.005]], "atomic_forces_ev_per_a": [[-0.52, 0.28, -0.26], [0.43, -0.16, -0.10], [0.41, -0.33, 0.84], [0.18, -0.08, -0.02], [0.49, -0.28, -0.21], [-0.19, 0.12, -0.02], [-0.26, 0.09, -0.19], [-0.31, 0.13, -0.59], [-0.19, 0.34, -0.18], [-0.27, -0.02, 1.00], [0.01, -0.01, -0.01], [0.23, -0.10, -0.27]], "nbo_charge": [-0.397, 0.156, -0.614, -0.663, 0.553, -0.564, 0.190, 0.235, 0.196, 0.382, 0.384, 0.142]}



[4]
{"formula": "C21H25N3O5S", "method": "ωB97M-V/def2-TZVPD", "e_homo_ev": -8.180, "de_lowest_kcal_mol": 83.0, "homo_lumo_gap_ev": 8.61, "smiles": "CN(c1ccc(C(=O)N2CCN(Cc3ccc4c(c3)OCO4)CC2)cc1)S(C)(=O)=O", "total_charge": 0, "species": ["C", "N", "C", "C", "C", "C", "C", "C", "H", "H", "C", "O", "N", "C", "H", "C", "N", "C", "C", "H", "H", "H", "H", "C", "C", "C", "C", "C", "C", "C", "H", "O", "C", "O", "H", "H", "H", "H", "H", "H", "H", "H", "H", "H", "H", "S", "O", "O", "C", "H", "H", "H", "H", "H", "H"], "xyz": [[-2.563, -3.994, 2.415], [-2.393, -3.270, 1.177], [-1.103, -2.937, 0.736], [-0.028, -2.796, 1.613], [1.210, -2.402, 1.140], [1.402, -2.151, -0.212], [0.350, -2.375, -1.095], [-0.892, -2.758, -0.629], [-1.715, -2.902, -1.308], [0.517, -2.251, -2.155], [2.713, -1.675, -0.758], [3.332, -2.309, -1.593], [3.147, -0.484, -0.280], [2.399, 0.375, 0.613], [2.739, 0.237, 1.648], [2.596, 1.846, 0.189], [2.780, 1.992, -1.237], [4.039, 1.372, -1.630], [4.363, 0.104, -0.803], [5.015, 0.353, 0.040], [4.853, -0.649, -1.420], [3.991, 1.130, -2.691], [4.838, 2.107, -1.484], [1.657, 1.540, -2.062], [0.316, 1.953, -1.522], [-0.665, 1.000, -1.300], [-1.928, 1.326, -0.808], [-2.158, 2.650, -0.532], [-1.179, 3.622, -0.756], [0.058, 3.303, -1.255], [0.809, 4.055, -1.431], [-1.671, 4.852, -0.401], [-2.999, 4.630, 0.021], [-3.284, 3.249, -0.024], [-3.124, 4.999, 1.051], [-3.693, 5.173, -0.643], [-2.680, 0.566, -0.672], [-0.464, -0.037, -1.522], [1.659, 0.451, -2.204], [1.800, 2.004, -3.046], [1.733, 2.433, 0.507], [3.486, 2.265, 0.666], [1.339, 0.120, 0.557], [2.032, -2.289, 1.831], [-0.153, -2.983, 2.668], [-3.602, -2.143, 0.887], [-4.841, -2.739, 1.277], [-3.475, -1.640, -0.445], [-3.222, -0.781, 2.029], [-3.877, 0.043, 1.777], [-2.187, -0.500, 1.878], [-3.407, -1.116, 3.040], [-2.293, -3.409, 3.300], [-1.960, -4.901, 2.385], [-3.616, -4.260, 2.475]], "atomic_forces_ev_per_a": [[-0.22, -0.28, 0.39], [-0.98, 0.45, -0.27], [0.78, 0.20, -0.42], [-0.24, -0.05, 0.06], [0.08, 0.00, -0.23], [-0.16, -0.28, 0.01], [0.16, -0.05, 0.13], [0.13, -0.03, 0.00], [-0.02, -0.06, -0.08], [0.01, 0.03, -0.10], [0.02, 0.03, 0.08], [-0.06, -0.22, -0.25], [0.12, 0.08, 0.00], [-0.21, 0.31, 0.23], [-0.11, 0.03, 0.00], [-0.04, -0.13, 0.12], [-0.18, 0.06, -0.04], [0.17, 0.10, 0.06], [0.22, -0.06, -0.20], [0.00, -0.02, -0.06], [0.03, 0.12, 0.14], [0.02, 0.01, -0.01], [0.07, -0.12, -0.09], [0.04, 0.05, -0.16], [-0.05, -0.16, -0.04], [0.19, 0.05, -0.09], [-0.31, 0.36, 0.14], [0.44, 0.23, -0.11], [-0.26, -0.41, 0.03], [-0.30, 0.17, 0.09], [0.14, 0.15, -0.01], [0.46, -0.16, -0.15], [-0.82, 0.91, 0.35], [0.11, -0.49, -0.09], [0.09, -0.14, -0.22], [0.19, -0.18, 0.09], [-0.12, -0.08, 0.03], [0.08, -0.05, -0.03], [-0.05, 0.04, -0.05], [-0.01, -0.18, 0.00], [0.11, -0.04, 0.12], [-0.05, 0.02, 0.06], [0.15, 0.07, 0.05], [0.07, 0.06, 0.08], [-0.04, -0.02, 0.11], [-0.03, 0.52, 0.53], [0.02, -0.11, 0.26], [0.28, 0.09, -0.14], [-0.15, -0.77, -0.62], [-0.15, 0.11, -0.09], [0.20, 0.08, -0.03], [-0.01, -0.08, 0.18], [0.03, -0.03, 0.03], [0.01, 0.04, -0.01], [0.12, -0.14, 0.18]], "nbo_charge": [-0.427, -0.675, 0.117, -0.254, -0.176, -0.131, -0.190, -0.159, 0.239, 0.231, 0.671, -0.619, -0.439, -0.235, 0.188, -0.242, -0.444, -0.223, -0.253, 0.188, 0.254, 0.206, 0.196, -0.230, -0.055, -0.170, -0.277, 0.218, 0.301, -0.292, 0.236, -0.491, 0.237, -0.482, 0.157, 0.156, 0.247, 0.210, 0.177, 0.208, 0.222, 0.197, 0.224, 0.219, 0.218, 2.321, -0.937, -0.944, -0.881, 0.258, 0.245, 0.239, 0.177, 0.220, 0.249]}